{
  "formula": "C24H26N7W",
  "method": "ωB97M-V/def2-TZVPD",
  "species": ["W", "C", "C", "C", "N", "C", "C", "C", "C", "C", "C", "C", "N", "C", "C", "C", "N", "C", "C", "C", "C", "C", "C", "C", "N", "C", "C", "H", "H", "H", "H", "H", "H", "H", "H", "H", "H", "H", "H", "H", "H", "H", "H", "H", "H", "H", "H", "H", "H", "H", "H", "H", "H", "N", "C", "N", "C", "N"],
  "xyz": [[-0.40245, -0.27388, -0.65769], [2.16411, -2.49807, 1.70286], [1.21906, -3.05295, 0.62761], [-0.26736, -2.83279, 0.87232], [-0.71373, -1.39940, 0.90180], [-1.54607, -0.93894, 1.92367], [-1.48932, -1.46681, 3.20206], [-2.25780, -1.17969, 4.33129], [-3.30828, -0.29782, 4.44808], [-3.81742, 0.56175, 3.46429], [-3.40751, 0.75454, 2.16597], [-2.38557, 0.11307, 1.43696], [-2.12715, 0.43979, 0.14064], [-3.03603, 1.36133, -0.57228], [-2.68770, 1.44360, -2.04490], [-1.38045, 2.16867, -2.29792], [-0.28132, 1.49132, -1.59425], [1.00856, 1.96266, -1.68239], [1.32268, 3.00941, -2.56239], [2.52597, 3.63522, -2.81760], [3.79009, 3.37999, -2.28544], [4.11683, 2.42956, -1.34156], [3.28338, 1.52385, -0.68541], [1.91969, 1.30720, -0.79493], [1.28588, 0.36124, 0.04278], [1.91895, 0.06131, 1.36164], [2.83518, -1.16285, 1.38311], [2.95887, -3.22521, 1.86697], [1.64407, -2.42092, 2.66401], [1.33089, -4.13781, 0.57357], [1.51228, -2.68865, -0.36183], [-0.56402, -3.29812, 1.80934], [-0.85873, -3.31945, 0.09396], [-0.71970, -2.21021, 3.36651], [-1.99580, -1.73683, 5.22274], [-3.79316, -0.24969, 5.41602], [-4.64785, 1.18393, 3.77796], [-3.95832, 1.51620, 1.63250], [-2.98074, 2.35645, -0.12156], [-4.05402, 0.98491, -0.45988], [-3.48457, 1.97613, -2.56346], [-2.66536, 0.43799, -2.48555], [-1.44718, 3.20611, -1.95940], [-1.17453, 2.16934, -3.37072], [0.49155, 3.40283, -3.13058], [2.47748, 4.43528, -3.54745], [4.60095, 3.99527, -2.65642], [5.16161, 2.37576, -1.05906], [3.79884, 0.88749, 0.02154], [1.11604, -0.05319, 2.08815], [2.45802, 0.96122, 1.65565], [3.58999, -0.97553, 2.14975], [3.37634, -1.24686, 0.43628], [-0.27234, -1.46820, -2.07962], [-0.18174, -2.26681, -3.02953], [-0.09364, -3.02507, -3.90943], [0.00258, -3.86637, -4.91437], [0.08999, -4.60131, -5.79439]],
  "forces_ev_per_angstrom": [[-0.031, 0.003, 0.109], [-0.001, 0.011, -0.007], [0.041, -0.019, 0.028], [-0.011, -0.002, -0.039], [-0.057, 0.011, 0.016], [0.043, -0.049, 0.006], [-0.013, 0.002, -0.012], [0.003, 0.001, -0.002], [-0.004, 0.008, -0.007], [0.000, -0.004, 0.012], [0.008, -0.009, -0.010], [-0.029, 0.025, 0.003], [-0.006, 0.022, 0.014], [-0.003, 0.003, 0.016], [0.001, -0.007, -0.003], [0.018, 0.013, 0.003], [0.013, 0.039, -0.061], [-0.025, -0.002, -0.019], [-0.001, 0.002, -0.001], [0.001, -0.003, -0.003], [-0.004, -0.002, 0.002], [0.002, -0.006, 0.002], [0.007, -0.004, 0.003], [0.001, 0.004, 0.000], [0.062, 0.036, 0.012], [0.016, 0.003, -0.009], [-0.019, -0.004, 0.000], [0.004, 0.002, -0.006], [0.000, -0.005, 0.000], [-0.004, 0.001, 0.007], [-0.015, 0.017, -0.004], [0.003, 0.000, 0.007], [0.001, 0.004, -0.001], [0.000, -0.004, 0.006], [0.000, -0.001, -0.001], [-0.001, 0.001, 0.000], [0.000, -0.001, 0.004], [0.001, 0.000, -0.001], [-0.002, 0.002, -0.003], [-0.001, 0.001, -0.004], [-0.003, 0.000, 0.001], [0.000, 0.000, -0.002], [-0.009, -0.001, -0.003], [0.001, -0.004, 0.000], [0.000, 0.002, 0.000], [0.004, 0.001, 0.000], [-0.001, 0.001, -0.001], [0.001, 0.002, -0.001], [-0.002, 0.001, 0.001], [-0.003, 0.002, 0.001], [0.001, -0.002, 0.000], [0.000, -0.006, 0.003], [0.001, 0.003, 0.000], [-0.005, -0.163, -0.018], [0.032, 0.083, -0.024], [-0.011, -0.006, -0.012], [-0.002, 0.001, -0.006], [0.001, -0.002, 0.004]],
  "mulliken_charge": [0.2169, -1.0075, -0.4191, -1.0572, 0.4402, 1.1834, -0.0187, -0.9945, -0.6012, -0.8435, -0.5335, 1.1161, -0.0461, -0.7604, -1.6484, -0.7797, -0.0677, 0.8358, -0.5642, -0.8238, -0.6730, -0.8636, -0.2595, 1.4687, -0.0003, -1.1934, -0.6294, 0.4428, 0.2888, 0.4810, 0.2745, 0.5516, 0.3177, 0.1984, 0.4318, 0.4052, 0.4160, 0.4441, 0.4762, 0.6761, 0.4588, 0.3477, 0.5797, 0.5979, 0.3686, 0.4101, 0.3973, 0.4307, 0.3274, 0.4024, 0.7582, 0.4982, 0.3738, -0.8393, 1.0162, -0.2229, 0.4549, -0.2401],
  "gap_ha": [0.236, 0.236],
  "total_charge": 3,
  "relative_energy_kj_mol": 0.00,
  "spin_multiplicity": 1
}